1.
Formula: C23H24CoN6
Source: the Open Molecules 2025 dataset
Level of theory: ωB97M-V/def2-TZVPD

The geometry in XYZ format:
```
54
Properties=species:S:1:pos:R:3:forces:R:3:lowdin_spin:R:1
C -0.3723 -0.5357 2.8211 -0.01 0.02 -0.01 0.001
H -0.5588 1.9345 3.5450 0.00 0.01 0.00 0.000
C -0.3077 1.8875 2.4833 -0.01 0.00 0.03 0.004
N -1.4206 1.5707 0.3831 -0.07 0.07 -0.09 -0.003
C -1.1728 -2.4209 -0.2233 0.02 0.05 0.10 0.003
H 1.9858 -1.4162 -1.5234 0.00 0.02 -0.02 0.000
H 0.4077 2.6883 2.2861 0.00 -0.01 -0.04 0.001
C 1.3113 1.2004 -2.3658 -0.01 0.00 0.07 0.007
C 1.7793 0.5986 2.4433 0.00 -0.04 0.03 0.004
H 4.0931 -2.6399 -1.0608 0.00 0.00 0.00 0.000
C 3.6580 -1.0143 1.8717 -0.07 0.02 0.03 0.000
N 0.3259 0.5943 2.1293 -0.02 -0.07 0.17 -0.004
N 1.9219 -0.4950 0.3198 0.12 -0.05 -0.15 -0.003
N 0.6312 0.9969 -5.9288 0.00 0.00 0.01 0.000
C 2.4945 -1.3124 -0.5751 -0.05 0.05 0.05 0.001
C -1.5853 -2.6990 2.4456 0.03 0.03 -0.01 0.001
H -2.2953 1.4072 -1.4792 -0.01 0.01 0.03 0.000
H -2.6333 3.2582 3.0230 0.00 0.00 0.00 0.000
H 2.3325 1.9202 -4.0797 0.00 0.00 -0.01 0.000
H -2.5468 -4.5580 1.9865 0.00 0.00 -0.01 0.000
N 0.2736 0.5426 -1.8070 -0.09 -0.02 -0.25 -0.001
H -1.3522 -0.2565 -4.6399 0.00 0.00 0.00 0.000
C -1.5129 2.1033 1.6152 0.01 0.01 0.01 0.003
H -2.1306 -4.3137 -0.4696 0.00 0.00 0.00 0.000
H -4.2813 2.7484 -0.9077 0.00 0.00 0.00 0.000
C 2.4899 -0.3584 1.5283 0.02 0.02 0.02 0.002
H 2.0467 1.6029 -1.6797 0.02 -0.01 -0.01 0.003
C 4.2593 -1.8388 0.9351 0.02 -0.03 -0.05 0.001
H 5.1758 -2.3607 1.1750 0.00 0.00 0.00 0.000
H -1.4890 -0.4593 -2.2150 0.00 -0.04 0.01 0.000
C -2.4068 1.8214 -0.4885 0.05 -0.04 0.02 0.001
H -4.4794 3.6884 1.4028 0.00 0.00 0.00 0.000
C 0.5151 0.8523 -4.6022 0.00 0.00 -0.05 0.000
C -0.6458 0.0507 -2.6610 0.05 -0.01 0.00 -0.002
H 2.1668 1.6050 2.2740 -0.02 -0.01 -0.05 0.001
C -3.5153 2.5776 -0.1653 -0.01 0.02 0.03 -0.001
H -0.9604 -2.2926 -1.2750 -0.02 0.02 -0.04 0.000
C -0.5726 0.1690 -4.0226 0.00 0.01 0.02 0.001
Co 0.1786 0.4075 0.1457 0.10 0.11 0.16 0.932
C -0.9383 -1.5965 1.9048 0.08 0.10 -0.03 0.002
H -1.7191 -2.7802 3.5165 0.00 0.00 0.00 0.000
H 0.3302 -1.0137 3.5065 -0.01 -0.01 0.01 0.000
C -1.8155 -3.5527 0.2297 -0.01 -0.03 0.00 0.002
C -2.5970 2.8597 2.0182 0.03 -0.03 0.02 0.000
H -0.0614 0.6302 -6.5578 0.00 0.00 0.00 0.000
H -1.1745 -0.1308 3.4401 -0.02 0.01 -0.03 0.000
C 3.6639 -1.9943 -0.3084 0.02 -0.01 0.04 0.000
C -3.6191 3.0996 1.1144 -0.02 0.00 -0.04 0.002
C 1.4729 1.3762 -3.7129 0.01 0.02 0.03 0.000
N -0.7571 -1.4412 0.5940 -0.14 -0.16 -0.01 0.043
H 1.4019 1.4999 -6.3328 0.00 0.00 0.00 0.000
H 4.0843 -0.8812 2.8568 0.00 0.00 0.00 0.000
C -2.0391 -3.6875 1.5937 -0.01 -0.02 0.00 -0.002
H 1.9596 0.3583 3.4932 0.01 0.01 0.00 0.000
```
Forces are in eV/Å.

As for the energy relative to the best compared isomer or geometry (same formula, charge and spin): 0.000 eV. The spin multiplicity is 2. As for the charge: +2. The calculation puts the HOMO energy (spin up / spin down) at -0.5263 / -0.5255 hartree. The expectation value of S² is 0.76. The gap between HOMO and LUMO (spin up / spin down) is 0.3323 / 0.3200 hartree.



2.
Formula: C66H69F9N2O21S
Source: the Open Molecules 2025 dataset
Level of theory: ωB97M-V/def2-TZVPD

The geometry in XYZ format:
```
168
Properties=species:S:1:pos:R:3:forces:R:3:mulliken_charge:R:1
C 9.0250 -5.5677 -6.9594 0.01 0.00 0.02 0.354
H 5.2150 -5.8796 5.2332 0.11 0.08 0.16 0.341
C -14.2042 -2.4188 -4.2951 0.01 -0.19 0.03 -0.272
C 2.3894 2.2637 5.6199 0.20 -0.15 -0.05 -0.749
H -16.0630 -4.0196 -1.1995 -0.01 -0.02 -0.02 0.410
H -14.4859 -2.1220 -0.8187 0.02 0.02 -0.01 0.446
C 5.4162 -5.0865 4.5178 -0.03 0.04 -0.36 -1.108
H 5.5616 -4.1419 5.0368 -0.03 -0.01 0.04 0.283
H 0.7684 -4.0558 -1.3075 -0.03 -0.03 0.05 0.425
C -14.9432 4.1213 -5.0847 0.00 0.00 -0.01 0.326
C -8.0932 -1.1369 0.3733 0.01 -0.01 -0.03 -0.235
C 8.6677 -4.8773 -5.6962 -0.02 0.02 -0.02 -0.407
C 6.8345 -2.9928 -0.3827 0.34 -0.29 0.11 -0.632
C 5.7442 1.9096 3.0897 0.18 -0.24 -0.10 -0.676
F -3.8225 0.0753 1.2787 -0.07 -0.07 -0.21 -0.350
F -2.8852 -1.3714 2.6776 -0.09 0.02 -0.07 -0.312
H 3.3637 4.1471 3.8250 -0.01 0.15 0.07 0.322
C -10.3067 -1.4792 -1.4138 0.06 -0.02 0.02 -0.438
C 6.9660 0.4720 -3.3370 -0.19 0.30 0.48 -1.583
O -14.9127 0.0959 -5.7820 -0.01 0.08 0.10 -0.491
H -4.0937 -5.8517 1.0266 0.00 -0.02 0.00 0.502
C -5.9468 -4.9598 1.5357 0.02 -0.09 -0.03 0.102
C 6.4433 -1.5024 -0.3825 0.42 0.22 0.11 1.899
H -13.6672 -1.9417 -5.1001 0.01 0.06 0.00 0.395
F -2.1460 -0.2967 -0.5240 -0.23 0.15 -0.38 -0.281
O -13.1992 -0.9648 -2.7376 -0.06 0.02 -0.02 -0.569
H 5.7126 -1.4983 1.6167 0.14 -0.21 0.03 0.647
H 4.1875 3.9811 6.1545 -0.10 -0.07 0.03 0.444
H 5.9870 -3.6648 -0.4849 -0.12 0.13 0.06 0.513
H 3.5235 -1.7337 0.8299 -0.05 -0.02 -0.06 0.419
H 7.7160 9.0749 6.2885 0.00 0.03 -0.01 0.433
H 5.7967 3.9151 2.3848 0.00 0.01 -0.03 0.327
H 10.3640 0.4923 -0.3573 0.07 -0.04 0.20 0.491
O 3.8212 -2.5125 0.3421 0.11 0.08 0.13 -0.544
O 6.7524 -3.7003 1.9813 0.80 0.11 0.43 -0.286
H 2.4381 -0.8235 -0.9878 0.07 0.09 -0.01 0.260
O 6.8334 6.1057 3.0753 0.05 0.01 0.00 -0.531
O 7.2868 11.1091 4.7424 -0.01 0.01 0.01 -0.569
C -15.7694 -4.0710 -3.3717 0.00 0.00 0.01 0.320
H -14.6164 3.5751 -2.9902 0.00 0.03 -0.01 0.425
H 4.3842 -3.0580 -1.4833 0.11 -0.02 0.09 0.559
O 5.9199 -5.6918 1.3692 0.37 0.10 0.01 -0.563
C 7.1879 9.9642 4.3567 -0.02 0.00 0.00 0.312
C -13.9628 -1.8919 -2.9325 -0.01 0.05 0.01 0.683
H -5.6674 -3.9486 1.2777 -0.08 0.01 0.03 0.272
H 0.6537 11.4797 0.9649 -0.02 0.02 0.02 0.401
C 4.5228 3.2760 5.3805 0.01 0.37 0.01 -0.870
C 7.3222 7.5649 4.8544 -0.01 0.02 0.03 -0.321
S -3.6223 -1.4981 1.2722 0.37 0.25 1.05 1.556
F -2.5209 -3.1427 -1.0916 0.03 -0.08 -0.10 -0.309
O -16.5328 -4.9938 -3.5531 -0.01 -0.01 -0.01 -0.553
H 7.9275 0.8034 -3.7335 0.00 -0.10 -0.17 0.379
H 7.5468 -5.0201 4.0338 0.02 0.02 -0.04 0.217
C 2.2514 9.9711 4.2416 -0.02 0.02 0.02 -0.334
C -14.6841 -2.5277 -1.8029 -0.03 -0.02 0.01 -0.455
C -7.7223 -6.5460 2.4131 0.01 -0.04 0.00 -0.414
C -1.9767 -1.3125 0.3166 -0.11 -0.25 0.19 0.315
H -0.1266 -1.1446 -1.3800 -0.20 0.10 -0.10 0.398
C 2.7825 9.5769 2.9134 0.00 0.00 0.01 0.413
C -14.7386 1.8393 -4.1973 0.00 -0.01 0.04 -0.105
C -5.1020 -5.9781 1.4007 0.00 0.02 0.00 -0.295
H -7.1464 -8.5818 2.5370 0.02 -0.01 -0.01 0.412
O -9.1221 0.9061 0.9295 0.00 0.02 0.00 -0.552
C 0.9297 -2.9829 -1.2455 0.21 0.56 0.00 -0.214
H 7.4799 -3.1809 -1.2395 -0.12 0.11 -0.10 0.380
C 0.6016 11.4270 3.1539 0.00 0.00 0.00 0.336
O 3.7051 8.7952 2.8128 -0.04 -0.03 0.00 -0.446
H 1.8882 2.2950 4.6486 -0.09 0.10 0.02 0.271
H 7.4329 -3.4438 -4.7404 -0.02 0.05 -0.04 0.705
O -14.9548 5.3153 -4.8824 0.00 0.01 0.01 -0.540
H -8.7309 -6.6694 2.7862 -0.01 0.03 0.00 0.422
F -1.0180 -0.9737 1.1761 0.18 0.17 0.22 -0.305
C 1.9783 -2.4935 -2.2703 -0.38 0.22 0.04 -1.116
O 6.0695 -2.7520 -6.8487 -0.02 0.01 -0.01 -0.559
C -8.1327 -2.2487 -0.3545 0.01 0.08 -0.02 -0.025
H 6.8688 2.3329 1.3260 0.28 -0.03 0.03 0.396
H 7.3614 -0.9473 1.5222 0.10 0.02 -0.11 0.522
F -3.4386 -3.0684 1.3848 -0.15 -0.13 -0.36 -0.300
H 6.3915 1.9813 3.9652 -0.06 0.12 0.04 0.275
C -5.5001 -7.3625 1.7632 0.00 0.01 0.00 0.224
H 9.3894 0.0079 1.0445 0.01 0.03 0.05 0.182
C 2.9676 -1.4767 -1.6927 -0.03 0.03 0.00 -0.719
C 8.7847 -0.7892 -0.8626 0.32 -0.27 0.00 0.666
C 4.4218 3.9743 4.0331 0.03 -0.37 -0.13 -0.064
C 1.1349 11.0313 1.8246 0.03 -0.02 -0.01 -0.344
H 3.3527 -0.8298 -2.4810 0.10 -0.10 -0.02 0.546
C 4.1424 -2.1241 -0.9686 -0.19 -0.23 -0.46 -0.384
H 6.4019 8.1402 1.5294 -0.03 -0.03 0.01 0.417
C 6.8063 9.6490 2.9595 0.06 -0.02 -0.03 -0.313
C 7.3037 -4.2789 -8.1423 0.02 -0.02 -0.01 -0.369
H -15.2441 1.8332 -7.6588 0.00 -0.03 0.01 0.425
O 3.7831 2.0754 5.4667 0.04 -0.06 0.23 -0.377
C 7.4384 8.8215 5.2733 0.00 -0.03 0.00 -0.414
C 6.9394 7.2533 3.4541 -0.04 0.00 0.00 0.480
C 5.0552 3.2424 2.8181 -0.05 0.32 0.16 -0.391
H 8.7610 1.2172 -0.1143 -0.08 -0.02 0.21 0.242
C 2.1460 10.1746 1.7138 -0.02 0.02 -0.01 -0.362
H 4.5263 -4.9980 3.8928 -0.05 0.01 0.08 0.340
H -0.7608 -2.4216 -2.4441 -0.15 0.23 0.01 0.255
H -11.1064 -1.6828 -2.1107 0.00 0.00 -0.03 0.545
C 8.2663 -5.1953 -8.1813 -0.03 0.02 -0.02 -0.396
C 6.6891 8.3930 2.5411 0.08 0.06 -0.03 -0.414
C 6.9474 -3.5877 -6.8756 0.02 -0.01 0.02 0.311
C 6.6119 1.4386 1.9026 -0.57 0.37 -0.01 -0.557
C 6.4078 -4.9899 2.2178 -0.43 -0.19 -0.39 0.567
H 4.2813 3.1219 2.0559 0.07 -0.15 -0.08 0.171
O 9.4911 -1.6658 -1.3039 -0.24 0.30 -0.02 -0.507
C 7.1426 -0.8321 -2.6167 0.20 -0.54 -0.46 0.752
C -9.1574 -0.1076 0.2651 0.00 -0.01 0.00 0.092
H 6.6278 1.2288 -2.6309 -0.02 -0.01 -0.03 0.387
H 6.2299 0.3593 -4.1281 0.20 -0.07 -0.21 0.399
C 6.3934 -0.8839 1.0280 -0.63 0.29 0.00 -2.703
O -8.0960 -4.2350 2.1652 0.02 0.00 0.02 -0.530
H 0.8359 11.1301 5.3112 -0.02 0.02 -0.01 0.406
C -6.8780 -7.5651 2.2800 -0.03 0.02 0.01 -0.448
H 6.6227 10.4973 2.3126 0.00 0.02 0.02 0.441
H -7.2976 -0.9287 1.0766 -0.01 0.01 0.02 0.515
C -7.3237 -5.1630 2.0494 -0.03 0.00 0.00 0.292
C -14.9197 1.2901 -5.5630 -0.02 0.03 -0.15 0.449
O 9.9010 -6.4050 -6.9988 0.01 -0.01 -0.01 -0.547
C -10.2670 -0.3668 -0.6868 -0.02 0.00 0.00 -0.416
H 6.7371 -3.9915 -9.0190 -0.01 0.02 0.02 0.412
H 4.9488 0.4962 1.2561 -0.06 0.17 -0.18 0.302
C -1.4730 -2.5685 -0.4470 -0.06 0.23 -0.26 1.480
C 6.6297 -5.4431 3.6288 -0.36 -0.13 0.38 -0.438
C 1.2404 10.8278 4.3539 0.03 -0.02 0.01 -0.355
H 7.5363 1.0080 2.2866 0.03 -0.15 -0.13 0.170
H 1.4445 -1.9885 -3.0801 0.06 -0.15 -0.14 0.492
H 6.7199 -6.5271 3.5867 0.08 0.02 -0.05 0.379
H -14.5919 1.1202 -3.4026 0.04 -0.05 -0.01 0.336
O -9.2778 -3.5222 -1.9688 0.00 -0.01 0.00 -0.572
C -0.3758 -2.2012 -1.4488 0.41 -0.56 0.12 -1.586
N 5.9254 0.5066 0.9978 0.33 -0.40 0.26 0.056
H 8.5439 -5.7113 -9.0917 0.02 -0.02 0.01 0.405
H -15.2360 -3.8383 -5.4799 -0.01 -0.02 0.01 0.409
F -1.0388 -3.4471 0.4816 0.04 -0.12 0.05 -0.325
H 2.0059 1.4176 6.1893 -0.02 -0.03 -0.07 0.250
C -15.5239 -3.5383 -2.0054 0.01 0.02 0.01 -0.372
C -9.2418 -2.5073 -1.3051 0.01 -0.01 0.02 0.055
H 2.7335 9.5226 5.1010 0.02 -0.01 -0.01 0.419
C 7.7048 -3.9591 -5.6528 0.00 -0.04 0.03 -0.270
C -14.7489 3.1513 -3.9774 0.00 -0.03 0.01 -0.487
C -15.1134 2.2588 -6.6721 0.00 0.04 0.00 -0.360
F -4.4086 -1.6254 -0.0906 -0.01 -0.06 -0.09 -0.300
O -4.7309 -8.2902 1.6432 0.01 -0.02 0.00 -0.540
H -11.0340 0.3945 -0.7526 0.00 0.00 0.01 0.481
H 4.8980 4.9490 4.1449 -0.07 0.05 -0.03 -0.081
H 2.5510 9.8719 0.7565 0.01 -0.02 0.01 0.424
H 9.2347 -5.1641 -4.8196 0.01 -0.01 -0.01 0.439
H -15.2637 4.2938 -7.2445 0.00 0.02 0.02 0.398
H 5.0049 1.1387 3.3227 0.05 -0.03 0.11 0.304
N 7.3932 -0.6871 -1.1955 -0.20 -0.12 -0.09 0.446
C 9.3510 0.3118 0.0002 -0.01 0.07 -0.40 -1.232
F -5.0020 -1.6508 2.0417 0.08 0.08 -0.12 -0.311
H 5.5591 3.0426 5.6282 -0.03 -0.17 -0.07 0.408
H 2.1725 3.1775 6.1801 -0.04 0.06 -0.04 0.354
H 8.0297 -4.4634 0.5536 0.17 0.07 0.06 0.527
O 7.0967 -1.8959 -3.1813 -0.12 0.31 0.28 -0.526
H 1.3060 -2.7292 -0.2544 -0.01 -0.43 0.11 0.252
C 7.6091 -3.4968 0.8304 -0.80 -0.09 -0.40 -1.164
H 8.4004 -2.8211 1.1450 0.07 -0.05 0.06 0.524
H -7.3718 -3.0144 -0.2915 -0.01 -0.02 -0.01 0.469
C -15.0424 -3.4324 -4.4955 0.03 0.02 -0.01 -0.374
C -15.1241 3.5700 -6.4518 0.00 -0.03 -0.02 -0.407
O 5.2187 -1.2245 -1.0529 -0.22 0.11 0.34 -0.781
H 7.4982 6.7154 5.5025 0.00 -0.02 -0.02 0.441
H 2.5060 -3.3331 -2.7216 0.08 0.00 0.02 0.544
O -0.3177 12.2081 3.2546 -0.02 0.01 0.00 -0.539
```
Forces are in eV/Å.

As for the charge: 0. The calculation puts the HOMO energy at -0.3218 hartree. The gap between HOMO and LUMO is 0.2557 hartree.